# 1
Entry from the OMol25 dataset: a molecular structure, C6H13BO2 (wB97M-V/def2-TZVPD).

As for the energy relative to the best compared isomer or geometry (same formula, charge and spin): 3.6479 eV. The calculation puts the total energy at -411.64892 hartree. Its LUMO energy (alpha / beta) is -0.17 / 0.16 eV. As for the HOMO energy (alpha / beta): -8.644 / -8.667 eV. The charge is 0. For the maximum force, the calculation gives 8.18 eV Å⁻¹.

Each line ends with the Löwdin charge.
Positions of all 22 atoms, in Å:
B -1.42 0.35 -1.39  -0.810
C -1.70 -1.58 0.38  0.176
C -0.72 0.00 -0.07  0.117
C 0.86 1.63 0.65  -0.068
C 1.73 -0.51 -0.48  -0.027
C 0.92 -0.45 1.91  -0.071
C 0.71 0.14 0.47  -0.582
O -0.62 0.94 -2.28  0.192
O -2.77 0.24 -1.63  0.121
H -1.40 -2.53 0.69  -0.019
H -2.75 -1.16 0.13  0.040
H 0.65 2.27 -0.23  0.098
H 1.87 1.92 0.89  0.080
H 0.24 1.95 1.45  0.074
H 2.75 -0.28 -0.36  0.076
H 1.61 -1.63 -0.52  0.110
H 1.35 -0.17 -1.35  0.026
H 0.10 -0.19 2.57  0.073
H 1.87 -0.11 2.35  0.084
H 0.98 -1.55 1.98  0.077
H -1.29 1.21 -2.94  0.128
H -2.98 -0.50 -2.21  0.106

=====

# 2
Entry from the OMol25 dataset: C6H13BO5S in the gas phase (wB97M-V/def2-TZVPD).

As for the energy relative to the best compared isomer or geometry (same formula, charge and spin): 4.6217 eV. The calculation puts the total energy at -1035.52599 hartree. Its LUMO energy is 0.30 eV. As for the HOMO energy: -9.992 eV. The charge is 0. For the maximum force, the calculation gives 6.11 eV Å⁻¹.

Each line ends with the Löwdin charge.
Positions of all 26 atoms, in Å:
C -1.71 -2.25 0.23  -0.139
C -2.16 -1.10 1.36  -0.157
B -1.56 0.41 0.96  -0.266
O -2.54 1.51 0.95  0.032
C 0.04 0.52 0.59  -0.231
O 0.84 1.33 1.55  -0.325
S 2.45 0.76 1.34  1.064
O 3.31 1.79 2.17  -0.442
O 2.98 0.94 -0.27  -0.375
C 2.62 -0.24 -1.08  -0.228
C 1.16 0.12 -1.78  -0.103
C 0.27 1.19 -0.89  -0.256
O -0.98 1.42 -1.65  -0.100
H -0.55 -2.45 0.22  0.069
H -2.27 -3.26 0.48  0.085
H -2.05 -1.89 -0.83  0.086
H -3.32 -1.12 1.47  0.106
H -1.70 -1.45 2.38  0.111
H -2.93 1.66 1.87  0.123
H 0.48 -0.58 0.67  0.118
H 3.40 -0.52 -1.91  0.139
H 2.46 -1.19 -0.40  0.115
H 0.59 -0.91 -1.86  0.127
H 1.36 0.63 -2.82  0.127
H 0.79 2.26 -0.79  0.181
H -0.99 2.40 -1.95  0.137

=====

# 3
Entry from the OMol25 dataset: a molecular structure, C6H13BeO3 (wB97M-V/def2-TZVPD).

The multiplicity is 2. As for the energy relative to the best compared isomer or geometry (same formula, charge and spin): 5.5245 eV. The calculation puts the total energy at -476.60248 hartree. Its LUMO energy (alpha / beta) is 0.68 / 0.30 eV. As for the HOMO energy (alpha / beta): -5.336 / -6.548 eV. The charge is 0. For the maximum force, the calculation gives 4.68 eV Å⁻¹.

Each line ends with the Löwdin spin population.
Positions of all 23 atoms, in Å:
C 1.12 -2.10 -2.58  0.020
O 0.48 -1.31 -1.61  0.144
C -0.91 -1.69 -1.31  0.014
C -1.62 -0.54 -0.74  0.015
O -1.19 -0.14 0.62  0.046
C -1.46 1.19 1.01  0.010
C -0.25 1.71 1.75  0.018
O 0.90 1.56 0.92  0.157
C 2.09 2.09 1.48  0.047
Be 0.73 -0.04 -0.18  0.462
H 2.15 -1.73 -2.69  0.009
H 1.15 -3.15 -2.26  0.001
H 0.59 -2.03 -3.54  0.001
H -0.84 -2.53 -0.59  0.003
H -2.70 -0.74 -0.68  0.001
H -2.33 1.22 1.68  0.001
H -1.67 1.83 0.14  0.002
H -0.09 1.15 2.68  0.004
H -0.38 2.78 1.99  0.002
H 2.94 1.66 0.94  0.032
H 2.10 3.18 1.38  0.002
H 2.17 1.82 2.55  0.003
H -1.57 -0.36 -2.01  0.004

=====

# 4
Entry from the OMol25 dataset: a molecular structure, C6H13CuN5OSTe4 (wB97M-V/def2-TZVPD).

The calculation puts the total energy at -3696.22612 hartree. Its LUMO energy is 2.39 eV. As for the HOMO energy: -3.550 eV. The charge is -1. For the maximum force, the calculation gives 0.39 eV Å⁻¹.

Each line ends with the Löwdin charge.
Positions of all 31 atoms, in Å:
Cu -1.27 -3.28 0.06  -0.351
N -1.52 -1.53 1.35  -0.025
N -1.51 -0.34 0.55  -0.021
C 0.32 -0.92 -1.01  -0.579
N 1.51 -0.55 -1.65  0.043
S -0.45 -2.45 -3.02  0.244
H -2.46 -1.69 1.68  0.079
H -0.88 -1.48 2.14  0.096
H -1.69 0.47 1.14  0.093
H 1.62 0.45 -1.69  0.070
H 1.51 -0.98 -2.57  0.011
Te 1.56 -3.53 -0.55  0.565
Te 0.68 -5.73 -1.74  0.028
Te -0.40 -6.97 0.38  -0.142
Te -2.53 -5.33 0.83  0.022
N -0.14 -2.24 -1.29  -0.880
C -0.29 -0.09 -0.15  -0.278
N 0.22 1.23 -0.01  -0.127
C -0.68 2.29 -0.45  -0.155
C 0.06 3.60 -0.47  -0.198
O 0.61 3.91 0.80  -0.139
C 1.50 2.89 1.22  -0.199
C 0.80 1.54 1.29  -0.159
H -1.56 2.40 0.22  0.120
H -1.05 2.04 -1.45  0.138
H -0.60 4.43 -0.73  0.121
H 0.87 3.55 -1.22  0.123
H 1.87 3.18 2.20  0.121
H 2.34 2.82 0.52  0.124
H 0.04 1.58 2.09  0.121
H 1.52 0.76 1.54  0.132

=====

# 5
Entry from the OMol25 dataset: a molecular structure, C6H13FOSi (wB97M-V/def2-TZVPD).

As for the energy relative to the best compared isomer or geometry (same formula, charge and spin): 2.4722 eV. The calculation puts the total energy at -701.01348 hartree. Its LUMO energy is 0.75 eV. As for the HOMO energy: -8.994 eV. The charge is 0. For the maximum force, the calculation gives 4.88 eV Å⁻¹.

Each line ends with the Löwdin charge.
Positions of all 22 atoms, in Å:
C 0.18 1.82 -0.49  -0.268
C 1.28 0.79 -0.13  -0.225
C -1.05 1.58 0.41  -0.237
C 1.21 -0.63 -0.66  -0.564
C 2.60 -1.20 -0.47  -0.050
C -2.82 -1.33 1.12  -0.138
O 0.20 -1.43 -0.13  -0.218
F -2.51 -0.33 -1.30  -0.140
Si -1.66 -0.22 0.08  0.793
H 0.47 2.88 -0.21  0.123
H 0.13 1.64 -1.63  0.138
H 2.27 1.28 -0.40  0.131
H 1.45 0.53 1.00  0.148
H -0.56 1.77 1.33  0.061
H -1.89 2.29 0.20  0.087
H 0.93 -0.70 -1.72  0.133
H 2.66 -2.20 -0.45  0.032
H 2.94 -1.00 0.49  0.061
H 3.37 -0.93 -1.15  0.082
H -3.67 -0.80 1.34  -0.014
H -3.06 -2.16 0.58  -0.007
H -2.47 -1.65 2.16  0.071

=====

# 6
Entry from the OMol25 dataset: C6H13FSi in the gas phase (wB97M-V/def2-TZVPD).

As for the energy relative to the best compared isomer or geometry (same formula, charge and spin): 0.0000 eV. As for the SMILES: C=C[Si](F)(CC)CC. The calculation puts the total energy at -625.83303 hartree. Its LUMO energy is 1.06 eV. As for the HOMO energy: -9.905 eV. The charge is 0. For the maximum force, the calculation gives 0.66 eV Å⁻¹.

Each line ends with the Löwdin charge.
Positions of all 21 atoms, in Å:
C -0.07 -2.43 0.48  -0.057
C 0.00 -1.28 1.14  -0.203
Si 0.01 0.43 0.34  0.533
F 0.02 1.47 1.59  -0.150
C -1.57 0.79 -0.66  -0.297
C -2.84 0.63 0.19  -0.172
C 1.60 0.76 -0.66  -0.298
C 2.86 0.56 0.18  -0.172
H -0.07 -3.38 0.98  0.050
H -0.12 -2.47 -0.60  0.048
H 0.05 -1.31 2.22  0.059
H -1.54 1.81 -1.05  0.071
H -1.64 0.13 -1.52  0.069
H -2.93 -0.39 0.54  0.061
H -2.80 1.29 1.05  0.064
H -3.72 0.88 -0.39  0.065
H 1.65 0.11 -1.53  0.069
H 1.59 1.78 -1.04  0.071
H 2.84 1.21 1.05  0.064
H 2.93 -0.46 0.53  0.061
H 3.75 0.79 -0.40  0.065

=====

# 7
Entry from the OMol25 dataset: 2 unconnected molecules or ions with the total composition C6H13I (wB97M-V/def2-TZVPD).

As for the energy relative to the best compared isomer or geometry (same formula, charge and spin): 1.2831 eV. As for the SMILES: C=C(C)I.CCC. The calculation puts the total energy at -534.02118 hartree. Its LUMO energy is 0.57 eV. As for the HOMO energy: -9.219 eV. The charge is 0. For the maximum force, the calculation gives 4.05 eV Å⁻¹.

Each line ends with the Löwdin charge.
Positions of all 20 atoms, in Å:
C 0.74 -2.08 -0.92  -0.123
C -0.38 -2.18 -1.50  -0.856
C -1.67 -2.12 -0.76  -0.183
I -0.47 -2.03 -3.65  0.746
H 1.66 -1.99 -1.57  0.073
H 0.72 -2.18 0.15  0.066
H -2.53 -2.72 -1.18  0.071
H -2.01 -1.04 -0.53  0.101
H -1.51 -2.79 0.17  0.102
C 0.88 2.97 0.39  -0.097
C 0.91 1.29 0.69  -0.269
C -0.25 0.84 1.57  -0.150
H 0.85 3.66 1.28  0.063
H -0.03 3.19 -0.12  0.029
H 1.82 3.20 -0.15  0.052
H 1.94 1.21 1.14  0.098
H 0.73 0.73 -0.29  0.093
H 0.11 -0.19 1.81  0.070
H -1.17 0.78 1.01  0.050
H -0.33 1.46 2.45  0.065

=====

# 8
Entry from the OMol25 dataset: a molecular structure, C6H13IrO5 (wB97M-V/def2-TZVPD).

The multiplicity is 6. As for the energy relative to the best compared isomer or geometry (same formula, charge and spin): 0.0000 eV. The calculation puts the total energy at -716.37245 hartree. Its LUMO energy (alpha / beta) is -3.41 / -7.94 eV. As for the HOMO energy (alpha / beta): -11.993 / -12.657 eV. The charge is +1. For the maximum force, the calculation gives 5.24 eV Å⁻¹.

Each line ends with the Löwdin spin population.
Positions of all 25 atoms, in Å:
O 1.36 1.36 -1.16  0.494
C 1.20 0.45 -0.19  0.625
C 0.03 0.64 0.72  0.102
O -0.05 2.05 1.02  0.239
C -1.32 2.60 1.38  0.028
C -1.25 4.10 1.09  0.049
O -0.75 4.34 -0.19  0.454
Ir 0.49 3.00 -0.65  2.871
H 2.12 0.03 0.25  0.029
H 0.13 0.06 1.65  0.005
H -0.92 0.36 0.23  0.017
H -1.54 2.39 2.44  0.003
H -2.10 2.12 0.76  0.003
H -0.62 4.57 1.86  0.011
H -2.27 4.50 1.22  0.004
H 1.37 -1.72 -0.83  0.014
O 1.35 -3.09 -2.53  0.008
C -0.45 -3.81 -0.44  0.001
O 0.96 -3.80 -0.34  0.011
C 1.59 -2.87 -1.17  0.030
H -0.83 -4.32 0.46  0.000
H -0.85 -2.79 -0.47  0.000
H -0.79 -4.36 -1.33  0.000
H 2.67 -3.01 -1.01  0.001
H 0.48 -2.78 -2.77  0.000

=====

# 9
Entry from the OMol25 dataset: C6H13N in the gas phase (wB97M-V/def2-TZVPD).

As for the energy relative to the best compared isomer or geometry (same formula, charge and spin): 2.6227 eV. As for the SMILES: C=C(C)CCCN. The calculation puts the total energy at -291.06237 hartree. Its LUMO energy is 0.97 eV. As for the HOMO energy: -8.582 eV. The charge is 0. For the maximum force, the calculation gives 4.09 eV Å⁻¹.

Each line ends with the Löwdin charge.
Positions of all 20 atoms, in Å:
C 1.70 0.10 1.62  0.016
C 1.14 0.06 0.34  -0.367
C 1.33 -1.21 -0.44  -0.087
C 0.41 1.38 -0.18  -0.122
C -0.97 1.15 -0.99  -0.152
C -1.68 -0.23 -0.72  -0.231
N -1.81 -0.50 0.84  -0.010
H 2.08 1.05 2.07  0.078
H 1.60 -0.81 2.14  0.034
H 2.11 -0.98 -1.30  0.133
H 0.45 -1.64 -0.84  0.019
H 1.82 -1.95 0.22  0.079
H 0.06 1.76 0.80  0.093
H 1.09 2.03 -0.73  0.097
H -0.88 1.26 -2.01  0.057
H -1.56 1.97 -0.56  0.102
H -2.69 -0.18 -0.99  0.062
H -1.24 -1.17 -1.26  0.107
H -2.11 -1.50 0.78  0.062
H -0.83 -0.58 1.20  0.030

=====

# 10
Entry from the OMol25 dataset: C6H13N in the gas phase (wB97M-V/def2-TZVPD).

As for the energy relative to the best compared isomer or geometry (same formula, charge and spin): 1.1940 eV. As for the SMILES: CCC/C(C)=C/N. The calculation puts the total energy at -291.11487 hartree. Its LUMO energy is 1.06 eV. As for the HOMO energy: -7.581 eV. The charge is 0. For the maximum force, the calculation gives 3.49 eV Å⁻¹.

Each line ends with the Löwdin charge.
Positions of all 20 atoms, in Å:
C -2.93 0.15 0.77  -0.099
C -1.59 0.20 -0.04  -0.270
C -0.39 -0.30 0.73  -0.220
C 0.97 -0.07 0.09  -0.315
C 1.40 1.37 -0.15  -0.049
C 1.50 -1.11 -0.58  -0.171
N 2.72 -1.09 -1.31  0.046
H -3.00 -0.85 1.20  0.062
H -2.94 0.89 1.56  0.067
H -3.69 0.26 0.00  0.063
H -1.47 1.26 -0.33  0.092
H -1.69 -0.25 -1.04  0.113
H -0.28 0.22 1.70  0.119
H -0.56 -1.37 0.90  0.107
H 0.66 1.79 -0.82  0.079
H 2.46 1.40 -0.46  0.065
H 1.61 1.84 0.81  0.074
H 1.09 -2.11 -0.42  0.109
H 3.18 -0.25 -0.99  0.062
H 2.96 -2.00 -1.60  0.064

=====

Number 7 is which compound?
C6H13I